{
  "formula": "C2H2N2",
  "method": "wB97M-V/def2-TZVPD",
  "homo_lumo_gap_ev": 10.5,
  "max_force_ha_per_bohr": 0.095,
  "de_lowest_kcal_mol": 41.1,
  "smiles": "[H]/N=c1/cn1",
  "molar_mass_g_mol": 54.05,
  "e_tot_ha": -186.81168,
  "total_charge": 0,
  "species": ["C", "C", "N", "N", "H", "H"],
  "coordinates": [[0.460, -0.928, 0.369], [-0.168, 0.284, 0.094], [0.889, -0.467, -0.692], [-0.953, 1.239, 0.006], [0.578, -1.853, 1.042], [-0.805, 1.725, -0.819]],
  "forces_ev_per_angstrom": [[-1.321, -2.083, 4.230], [1.009, -1.421, -1.124], [0.491, 1.631, -2.196], [-0.488, -0.918, 2.253], [-0.014, 1.376, -1.152], [0.322, 1.415, -2.010]]
}